Record 1
Below is the molecule C4H4O, with properties calculated with the ωB97M-V functional and the def2-TZVPD basis.

The geometry in XYZ format:
```
9
Properties=species:S:1:pos:R:3:forces:R:3:lowdin_charge:R:1
C -0.7895 -0.0669 1.0789 0.090 -0.169 0.277 -0.150
C -1.4459 0.1887 -0.1125 0.080 -0.586 -0.022 -0.034
C -0.4223 0.0391 -0.9962 -0.015 -0.137 -0.070 -0.089
C 0.8979 0.1302 -0.3060 0.015 -0.086 -0.116 -0.132
O 0.5119 -0.4211 1.0030 0.031 0.568 0.483 -0.066
H -1.1782 -0.1151 2.0914 0.040 0.089 -0.061 0.115
H -0.5280 -0.5089 -1.9273 0.019 0.744 -0.456 0.098
H 1.2180 1.1544 -0.0705 0.008 -0.158 -0.275 0.134
H 1.7363 -0.4004 -0.7607 -0.268 -0.266 0.240 0.124
```
Positions in Å, forces in eV/Å.

## Properties
total energy	-6255.651	eV
charge	0
HOMO-LUMO gap	7.6	eV
spin multiplicity	1
energy above the lowest of the compared OMol25 structures with the same formula, charge and spin	359.73	kJ/mol


Record 2
Below is a cluster of 2 separate species, C4H4O in total, with properties calculated with the ωB97M-V functional and the def2-TZVPD basis.

The geometry in XYZ format:
```
9
Properties=species:S:1:pos:R:3:forces:R:3:lowdin_charge:R:1
C 2.3851 0.2070 0.2100 1.222 -0.159 0.102 0.177
C 1.1376 0.3483 0.1774 -1.560 0.588 -0.486 -0.320
C -0.2683 0.9816 0.3488 1.975 -1.905 -0.665 -0.018
C -0.1336 -0.3367 -0.1987 -1.759 -1.389 -5.643 -0.385
O -0.7429 -1.4407 0.3553 0.029 -1.053 -1.018 -0.008
H -0.3977 0.9755 1.3517 -1.020 0.169 3.112 0.087
H -0.6884 1.7498 -0.1785 -0.268 2.044 -1.523 0.090
H -0.2940 -0.4303 -1.6693 0.688 0.602 4.537 0.247
H -0.9979 -2.0544 -0.3967 0.692 1.103 1.584 0.131
```
Positions in Å, forces in eV/Å.

## Properties
total energy	-6253.167	eV
charge	0
HOMO-LUMO gap	9.9	eV
spin multiplicity	1
energy above the lowest of the compared OMol25 structures with the same formula, charge and spin	599.41	kJ/mol


Record 3
Below is the molecule C4H4O, with properties calculated with the ωB97M-V functional and the def2-TZVPD basis.

The geometry in XYZ format:
```
9
Properties=species:S:1:pos:R:3:forces:R:3:lowdin_charge:R:1
O -0.7882 -0.2469 1.0958 0.046 0.021 0.064 -0.014
C 0.5108 0.1493 1.1435 0.223 0.028 -0.020 -0.131
C 1.0227 0.2343 -0.1067 -0.038 0.279 0.166 -0.083
C -0.0670 -0.0117 -0.9918 -0.132 0.260 0.078 -0.087
C -1.1269 -0.3485 -0.2150 -0.012 0.148 -0.143 -0.126
H 0.8748 0.4781 2.1043 0.066 -0.478 0.016 0.119
H 2.0339 0.4359 -0.4310 -0.129 0.289 0.313 0.103
H -0.0403 0.3370 -2.0067 -0.213 -0.783 -0.447 0.100
H -2.1359 -0.6879 -0.4080 0.188 0.237 -0.026 0.120
```
Positions in Å, forces in eV/Å.

## Properties
total energy	-6259.131	eV
charge	0
HOMO-LUMO gap	10.0	eV
spin multiplicity	1
energy above the lowest of the compared OMol25 structures with the same formula, charge and spin	23.95	kJ/mol


Record 4
Below is the molecule C4H4O, with properties calculated with the ωB97M-V functional and the def2-TZVPD basis.

The geometry in XYZ format:
```
9
Properties=species:S:1:pos:R:3:forces:R:3:lowdin_charge:R:1
C -0.9466 -1.1626 -0.2626 -1.005 4.995 1.046 -0.041
C 0.1757 -0.3001 0.1851 -0.991 -2.852 3.103 -0.196
C -1.9150 -0.1912 -0.0684 1.767 -5.446 -1.356 -0.258
C 0.0091 0.9648 -0.0486 4.535 2.365 1.844 -0.036
O -2.8499 0.4063 0.1835 -1.736 1.738 0.570 0.199
H -0.9938 -2.1560 -0.5122 -0.406 -1.898 -0.548 0.062
H 0.5700 -0.5147 1.2167 0.719 -0.401 -1.395 0.130
H 0.7479 1.6292 0.4696 -1.362 -0.043 -0.439 0.101
H -0.4485 1.2361 -0.8995 -1.521 1.542 -2.826 0.040
```
Positions in Å, forces in eV/Å.

## Properties
total energy	-6256.848	eV
charge	0
HOMO-LUMO gap	9.6	eV
spin multiplicity	1
energy above the lowest of the compared OMol25 structures with the same formula, charge and spin	244.25	kJ/mol